# C29H26Cl6N3RhS

C29H26Cl6N3RhS as an isolated structure in a non-equilibrium geometry (ωB97M-V with the def2-TZVPD basis set, the Open Molecules 2025 dataset).

Its orbital gap (alpha / beta) is 7.21 / 6.90 eV. The expectation value of S² is 6.072. For the total energy, the calculation gives -123939.9049 eV.

```
! RIJCOSX wB97M-V def2-TZVPD def2/J DEFGRID3
* xyz 0 5
Rh -2.47016 -20.03275 -8.00647
Cl 0.52477 -20.46392 -10.52095
C 0.29045 -21.40755 -9.05229
C -0.80861 -21.27764 -8.22157
C -0.81774 -22.22813 -7.26293
Cl -2.97796 -21.44665 -6.16720
C 0.00212 -23.27230 -7.01497
Cl -0.35961 -24.47058 -5.78642
C 1.16899 -23.32635 -7.79135
Cl 2.39227 -24.55759 -7.58540
C 1.28514 -22.37929 -8.81146
Cl 2.65904 -22.47364 -9.86571
C -5.47851 -19.41499 -7.15712
N -4.18129 -18.72180 -7.33518
C -3.79896 -18.09749 -6.06780
C -4.31797 -17.67860 -8.37103
C -2.93586 -17.28205 -8.82042
C -2.67616 -16.09160 -9.45919
C -1.37144 -15.76888 -9.81627
C -0.32945 -16.63805 -9.55318
C -0.60915 -17.89239 -8.97292
C -1.89812 -18.23090 -8.64425
H -6.22036 -18.70759 -6.73359
H -5.32457 -20.25981 -6.48711
H -5.82175 -19.75954 -8.16131
H -4.58002 -17.37513 -5.75370
H -2.83377 -17.58802 -6.07800
H -3.72263 -18.86984 -5.31929
H -4.89437 -16.85559 -7.95506
H -4.88143 -18.11005 -9.21605
H -3.44572 -15.36174 -9.62666
H -1.18500 -14.83761 -10.28600
H 0.68924 -16.40929 -9.76824
H 0.18319 -18.59692 -8.80019
N -4.72281 -22.76034 -8.60173
C -4.61769 -22.23790 -9.83283
S -3.81633 -20.75237 -10.02714
N -5.14541 -23.02355 -10.80973
C -5.10789 -22.87971 -12.20523
C -5.58396 -24.00153 -12.90683
C -5.56079 -23.99550 -14.28188
C -5.11054 -22.87572 -14.96926
C -4.73201 -21.74919 -14.26744
C -4.70253 -21.75452 -12.88664
H -4.26210 -22.31845 -7.82994
H -4.93583 -23.74745 -8.53966
H -5.64915 -23.84598 -10.53168
H -5.89575 -24.90694 -12.37491
H -5.91447 -24.86964 -14.81195
H -5.05859 -22.90103 -16.04904
H -4.37672 -20.88605 -14.80449
H -4.34344 -20.88997 -12.36273
Cl -1.33843 -19.70323 -2.67548
C -0.48787 -18.31773 -3.24075
C -0.21052 -17.30207 -2.33202
C 0.48292 -16.16836 -2.77688
C 0.94761 -16.10057 -4.09864
C 0.68383 -17.12549 -4.98488
C 0.01183 -18.31312 -4.58929
C -0.14879 -19.39947 -5.44609
H -0.55209 -17.39602 -1.32796
H 0.67382 -15.35792 -2.09402
H 1.51262 -15.24330 -4.45307
H 1.08971 -17.10904 -5.97486
H -0.61188 -20.32842 -5.10036
H 0.25173 -19.37687 -6.45478
*
```

# C3H4N4

One molecule with the formula C3H4N4 in a non-equilibrium geometry (ωB97M-V with the def2-TZVPD basis set, the Open Molecules 2025 dataset).

Its orbital gap is 9.16 eV. The SMILES is C=C=N/N=N\N=C. For the total energy, the calculation gives -9129.9304 eV.

```
! RIJCOSX wB97M-V def2-TZVPD def2/J DEFGRID3
* xyz 0 1
C -0.06160 -0.36571 1.62448
C 1.19620 -0.04538 1.47279
N 2.30530 0.43276 1.35841
N 3.24946 0.17421 0.37594
N 2.77486 -0.03486 -0.74148
N 1.59481 -0.18428 -1.04659
C 0.52316 0.30822 -1.46409
H -0.78407 0.10616 1.13422
H -0.32745 -1.07288 2.28335
H -0.32922 -0.42285 -1.82083
H 0.40109 1.34311 -1.51935
*
```

# C3H4OS

One molecule with the formula C3H4OS in a non-equilibrium geometry (ωB97M-V with the def2-TZVPD basis set, the Open Molecules 2025 dataset).

Its orbital gap is 10.14 eV. The SMILES is C=CC(=O)S. For the total energy, the calculation gives -16057.4080 eV.

```
! RIJCOSX wB97M-V def2-TZVPD def2/J DEFGRID3
* xyz 0 1
C -1.31810 0.72578 -0.62503
C -0.76219 -0.28030 0.06130
C 0.71148 -0.40725 -0.03310
O 1.35461 -0.45436 -1.07064
S 1.59189 -0.28352 1.60023
H -2.40298 0.84974 -0.60702
H -0.76958 1.21054 -1.32527
H -1.25740 -0.78770 0.85676
H 2.85227 -0.57294 1.14276
*
```

# C5H12N2O

One molecule with the formula C5H12N2O in a non-equilibrium geometry (ωB97M-V with the def2-TZVPD basis set, the Open Molecules 2025 dataset).

Its orbital gap is 10.24 eV. The SMILES is CCNC(=O)[C@@H](C)N. For the total energy, the calculation gives -10407.1402 eV.

```
! RIJCOSX wB97M-V def2-TZVPD def2/J DEFGRID3
* xyz 0 1
C 1.20571 0.10840 2.26767
C 0.01953 0.80840 1.63791
N -1.04376 -0.10652 1.13410
C -1.01239 -0.72635 -0.10563
O -1.59455 -1.78939 -0.21284
C -0.52152 0.16326 -1.24348
C 0.97488 -0.05353 -1.56195
N -1.46128 -0.04542 -2.34286
H 1.50620 -0.70043 1.60822
H 2.05964 0.81161 2.23345
H 1.03927 -0.14506 3.31381
H -0.54209 1.48422 2.28745
H 0.39188 1.32616 0.76531
H -1.38534 -0.74636 1.83817
H -0.62512 1.22578 -1.00437
H 1.49421 -0.66691 -0.81949
H 1.54260 0.84956 -1.75793
H 1.01219 -0.68917 -2.45199
H -1.08007 -0.18825 -3.27668
H -1.97996 -0.92000 -2.30885
*
```

# C6H12BrN3O4

C6H12BrN3O4 as an isolated structure in a non-equilibrium geometry (ωB97M-V with the def2-TZVPD basis set, the Open Molecules 2025 dataset).

Its orbital gap is 8.06 eV. For the total energy, the calculation gives -89109.7237 eV.

```
! RIJCOSX wB97M-V def2-TZVPD def2/J DEFGRID3
* xyz 0 1
C 1.53247 0.78356 1.37811
C 1.76012 -0.34027 -0.83512
C 2.59387 2.09760 -0.53226
C -3.03924 -2.39096 -0.00204
C 1.59145 0.93713 -0.15036
C -2.68877 -0.94868 0.10560
N 0.34777 1.58815 -0.64533
N -0.79419 1.67776 -0.41151
N -1.65256 -0.62431 0.76473
O -1.74089 2.31240 -0.75162
O -1.36275 0.72190 0.97737
O -0.79742 -1.45191 1.06543
O -2.06091 -2.99114 -0.88843
Br -4.06519 0.30712 -0.19456
H 1.32956 1.69153 1.79141
H 0.86874 -0.02759 1.53717
H 2.56918 0.59189 1.70641
H 1.28839 -0.24587 -1.90714
H 1.23164 -1.16673 -0.35565
H 2.75261 -0.58498 -1.08101
H 2.41457 2.35546 -1.49353
H 2.68028 2.85735 0.09482
H 3.51679 1.62266 -0.37274
H -4.09932 -2.47398 -0.48816
H -2.81537 -2.95948 0.97473
H -1.36079 -3.33862 -0.28634
*
```

# C35H33GeN7PbS

C35H33GeN7PbS as an isolated structure (ωB97M-V with the def2-TZVPD basis set, the Open Molecules 2025 dataset).

Its orbital gap is 6.26 eV. For the total energy, the calculation gives -119856.0797 eV.

```
! RIJCOSX wB97M-V def2-TZVPD def2/J DEFGRID3
* xyz 0 1
Pb 0.50779 0.26296 -0.17506
C -0.38894 4.10009 3.01794
C 0.27711 3.23007 2.04771
N -0.31269 2.47693 1.21550
C -1.76056 2.38538 1.22433
C -2.57897 3.43505 2.05310
C -1.71389 4.19537 3.01140
C -3.41732 4.39157 1.26716
C -3.62485 4.17064 -0.03245
C -3.08080 3.03835 -0.75895
C -2.20074 2.16726 -0.20937
N -1.60186 1.07931 -0.80308
C -2.09189 0.66376 -2.03205
C -3.42862 0.47259 -2.31748
C -3.87694 0.15193 -3.61057
C -3.00411 0.03126 -4.65512
C -1.61994 0.16614 -4.40573
C -0.64259 0.01855 -5.41575
C 0.68300 0.08823 -5.10064
C 1.03882 0.27931 -3.75131
N 0.16049 0.43445 -2.79440
C -1.16476 0.42321 -3.09414
H 0.22303 4.67999 3.69486
H 1.36529 3.23949 2.01614
H -2.22218 4.86942 3.69257
H -3.82838 5.25738 1.77230
H -4.23874 4.86420 -0.59577
H -3.38639 2.92549 -1.78886
H -4.15493 0.61720 -1.52908
H -4.93898 0.01968 -3.77343
H -3.34577 -0.18812 -5.65780
H -0.96418 -0.16017 -6.43477
H 1.45344 -0.02070 -5.85054
H 2.08351 0.28917 -3.45803
S 0.27153 -2.99576 1.29447
C 1.07591 -1.76743 2.28566
N 2.30981 -1.49441 2.36785
N 3.17958 -2.16043 1.59629
C 4.53272 -1.85471 1.61846
C 5.05227 -0.86731 2.45199
C 6.41204 -0.60083 2.42562
C 7.26563 -1.29925 1.58622
C 6.74084 -2.28428 0.75921
C 5.38657 -2.56345 0.76977
N 0.17197 -1.00118 3.10790
N -0.36561 -0.11676 2.42522
C -1.35722 0.66981 3.08908
C -1.42665 0.84352 4.41017
C -2.51879 1.62205 5.00037
C -3.41444 2.25498 4.24018
C -3.33015 2.24399 2.74774
C -2.32290 1.24841 2.12633
H 2.82161 -2.90215 1.00982
H 4.39175 -0.32271 3.10857
H 6.80779 0.16760 3.07765
H 8.32451 -1.08107 1.57582
H 7.39020 -2.84295 0.09790
H 4.98011 -3.32928 0.11982
H -0.68809 0.38258 5.05267
H -2.58687 1.66228 6.07944
H -4.21565 2.81931 4.70272
H -4.32087 2.13595 2.30349
H -2.76730 0.44401 1.53462
C 0.56490 -5.05772 -1.23591
Ge 0.46789 -3.14698 -1.70203
C 2.30345 -2.59939 -2.16506
C -0.71219 -3.07363 -3.26309
C -0.22023 -2.08333 -0.19756
H 0.78382 -5.63486 -2.13569
H -0.38515 -5.40740 -0.83008
H 1.34085 -5.26254 -0.49936
H 2.90564 -3.48166 -2.38592
H 2.78306 -2.06076 -1.34466
H 2.32174 -1.96081 -3.04676
H -0.29741 -3.68498 -4.06513
H -0.86076 -2.06400 -3.64372
H -1.68680 -3.48309 -2.99503
H -1.31258 -2.06481 -0.22365
*
```

# C4H9NO

A 2-piece molecular cluster, C4H9NO overall in a non-equilibrium geometry (ωB97M-V with the def2-TZVPD basis set, the Open Molecules 2025 dataset).

Its orbital gap is 10.11 eV. The SMILES is CC#N.COC. For the total energy, the calculation gives -7829.0448 eV.

```
! RIJCOSX wB97M-V def2-TZVPD def2/J DEFGRID3
* xyz 0 1
C 0.89910 -1.90480 -0.01862
C -0.42854 -1.29330 -0.14251
N -1.59016 -1.28434 -0.18267
H 1.55061 -1.73321 -0.87776
H 1.44336 -1.62559 0.88778
H 0.64254 -2.96149 0.04064
C 0.86684 1.14542 0.52929
O -0.02132 0.65265 -0.46668
C -1.42284 1.17137 -0.50339
H 0.91413 2.22929 0.44135
H 1.88737 0.75083 0.35933
H 0.57749 0.86416 1.55625
H -1.24564 2.21846 -0.67653
H -2.02158 0.75902 -1.34041
H -2.05136 1.01153 0.39393
*
```

# C27H52BCl16IN3O2

A 9-piece molecular cluster, C27H52BCl16IN3O2 overall in a non-equilibrium geometry (ωB97M-V with the def2-TZVPD basis set, the Open Molecules 2025 dataset).

Its orbital gap is 8.89 eV. For the total energy, the calculation gives -246532.1639 eV.

```
! RIJCOSX wB97M-V def2-TZVPD def2/J DEFGRID3
* xyz 1 1
C 4.35879 -2.80475 -0.30648
C 4.33263 -1.69666 -1.20271
C 4.36285 -0.70233 -2.50259
C 2.91477 -0.09647 -2.96457
I 3.27636 2.08175 -3.29801
C 2.50428 -0.71875 -4.42343
N 2.31485 -2.21472 -4.46365
C 1.29784 -2.51386 -5.55702
N 1.47768 -3.93137 -6.11781
C 1.82428 -2.85268 -3.18855
C 1.01246 -1.86939 -2.16500
C 0.76986 -2.62427 -0.69222
C -0.75257 -2.30298 -0.07866
O -1.01130 -2.65425 1.18818
C 1.66799 -0.38387 -1.94330
B 0.39522 0.69526 -2.12068
N -0.32544 1.15237 -0.86497
O -0.10325 1.19502 -3.41549
H 4.24861 -3.74354 0.39335
H 5.07088 0.21224 -2.20781
H 4.91741 -1.22156 -3.42138
H 3.41750 -0.47848 -5.15447
H 1.58552 -0.12530 -4.90018
H 3.22904 -2.67918 -4.73207
H 0.20585 -2.34833 -5.10866
H 1.42178 -1.76803 -6.47833
H 2.28173 -4.41788 -5.64615
H 0.62635 -4.46028 -5.78155
H 2.70172 -3.43556 -2.64757
H 1.05213 -3.70227 -3.51650
H -0.08601 -1.73459 -2.60788
H 0.76322 -3.78328 -0.92394
H 1.63011 -2.29123 0.02823
H -1.61517 -1.80688 -0.69501
H 1.96949 -0.28129 -0.79230
H -1.37186 1.10194 -1.03651
H -0.03444 2.10322 -0.54917
H -1.09985 1.11312 -3.47755
Cl -2.88195 1.72224 -4.70793
C -2.65804 1.33988 -6.43351
C -2.04957 2.50024 -7.20437
Cl -3.17308 3.87512 -7.34828
H -3.62911 1.04693 -6.84515
H -1.99296 0.47239 -6.48117
H -1.80606 2.18297 -8.22274
H -1.13060 2.86090 -6.73163
Cl 6.34643 3.12638 -0.49358
C 5.33100 3.22380 0.96703
C 5.01719 1.85144 1.54062
Cl 3.93049 0.91377 0.48556
H 4.41900 3.77218 0.71056
H 5.88809 3.81470 1.70026
H 4.50850 1.95841 2.50334
H 5.92644 1.26326 1.69994
Cl -3.23621 1.42978 2.05697
C -1.65984 0.63149 2.28447
C -1.09874 0.85584 3.67936
Cl -0.61500 2.54948 3.94553
H -0.97809 0.99963 1.51121
H -1.81983 -0.43763 2.11560
H -0.20246 0.24484 3.82217
H -1.82269 0.58386 4.45395
Cl -7.23331 4.54792 0.69369
C -6.54276 3.36864 1.83668
C -7.52875 2.26710 2.19066
Cl -8.88786 2.87044 3.17153
H -6.20932 3.91289 2.72598
H -5.66178 2.93737 1.35189
H -7.02788 1.49661 2.78439
H -7.94120 1.79177 1.29511
Cl 0.86083 3.63772 8.02280
C -0.78995 2.98339 8.16686
C -0.79664 1.54633 8.66253
Cl -0.13329 0.41559 7.45643
H -1.27826 3.07617 7.19157
H -1.32285 3.62380 8.87611
H -1.82366 1.22733 8.86374
H -0.21903 1.43530 9.58563
Cl 1.75847 -3.63030 9.24309
C 0.56783 -3.32294 7.95396
C 0.81204 -4.18879 6.72859
Cl 2.30435 -3.73287 5.86927
H 0.60135 -2.25681 7.70796
H -0.41765 -3.54383 8.37487
H -0.01128 -4.06823 6.01820
H 0.88205 -5.24905 6.99127
Cl -5.58566 8.08755 4.41933
C -5.59929 8.48067 2.68174
C -5.52220 7.23689 1.81113
Cl -3.93508 6.43558 1.92179
H -4.76878 9.16521 2.48197
H -6.53421 9.01423 2.48586
H -5.66672 7.50856 0.76121
H -6.29090 6.50639 2.08230
Cl 1.70504 -6.97406 -5.43219
C 3.28141 -7.77235 -5.20469
C 3.84251 -7.54800 -3.80980
Cl 4.32625 -5.85436 -3.54363
H 3.96317 -7.40421 -5.97795
H 3.12142 -8.84147 -5.37356
H 4.73879 -8.15900 -3.66699
H 3.11856 -7.81998 -3.03521
*
```

Which formula does entry 8 have? C27H52BCl16IN3O2